[1]
Computed, not measured: an isolated molecule of C5H6 in a non-equilibrium geometry, with the ωB97M-V functional and the def2-TZVPD basis.

Geometry as XYZ:
```
11
Properties=species:S:1:pos:R:3:lowdin_charge:R:1
H 0.3609 1.2056 -0.5188 0.166
C -1.1790 0.3422 0.7465 -0.115
H -1.1349 -1.7612 0.0616 0.110
H -1.2710 0.0798 1.7911 0.098
H 3.5673 -0.1673 -0.3418 0.013
C 2.6003 0.2159 -0.5442 0.075
C 0.0735 0.2030 -0.0560 -0.309
H -1.6422 -0.6257 -1.2514 0.094
C 1.4751 0.0811 -0.0956 -0.152
H -1.7224 1.2383 0.4537 0.103
C -1.1074 -0.7282 -0.3150 -0.084
```

Calculated values
SMILES   C#CC1CC1
E   -5277.502 eV
Relative energy (zero: lowest compared OMol25 entry of this formula, charge and spin)   356.73 kJ/mol
Gap between HOMO and LUMO   10.1 eV

[2]
Computed, not measured: an isolated molecule of C23H25N3O3, with the ωB97M-V functional and the def2-TZVPD basis.

Geometry as XYZ:
```
54
Properties=species:S:1:pos:R:3:lowdin_charge:R:1
H 0.6200 -1.8073 -5.6533 0.124
C -0.9265 -2.4139 -2.9247 -0.473
H -2.7910 -1.6659 -0.1387 0.124
H -2.3031 0.4475 -1.5121 0.108
H -2.1821 2.8221 5.7600 0.098
C -2.0713 1.7545 2.0733 -0.217
C 3.3933 1.5208 -0.7899 -0.073
C 1.9771 -2.3848 -4.0602 -0.059
H 0.6064 -0.4340 -1.7556 0.121
H 3.9844 1.4133 -1.6874 0.104
H 3.4854 3.6613 -0.7960 0.103
O 2.0666 -1.8168 1.3308 0.087
H 0.1563 -2.4519 -0.4186 0.131
C 3.1159 2.7828 -0.2882 -0.079
H -2.1690 -3.2276 -0.7179 0.120
C 0.6042 -2.3697 -4.7175 -0.207
H 2.1633 3.8980 1.2702 0.106
O -0.7283 -3.5891 -2.7553 0.119
H -2.8714 -1.6894 -2.5820 0.159
C 2.9126 0.4025 -0.1399 -0.028
C 1.6366 -0.7236 1.6302 -0.356
H 2.3018 -1.3694 -3.8429 0.073
C -1.2685 1.4914 4.3703 -0.024
C -0.2186 0.0687 -1.2424 -0.131
H 1.9388 -2.9519 -3.1331 0.077
H 1.3233 1.9351 2.4369 0.111
C 1.8873 1.7981 1.5274 -0.016
H 2.6960 -2.8524 -4.7267 0.078
C 0.6076 -0.5867 2.7626 -0.041
C -2.9404 2.7668 2.4563 -0.018
N -1.8424 1.1995 0.8373 0.208
C -0.6610 -1.9121 0.0677 -0.125
C -1.8948 -1.5835 -2.0934 -0.205
C 2.3704 2.9158 0.8718 -0.067
C 2.1440 0.5255 1.0195 -0.159
C -1.5165 -0.1032 -2.0301 -0.119
C -2.1368 2.5056 4.7285 -0.101
H 0.0238 1.1280 -1.1415 0.132
H 3.1184 -0.5904 -0.5106 0.118
H -0.7430 -2.2789 1.0913 0.127
O -0.3512 -1.6979 -3.8947 -0.012
H -0.6386 1.0069 5.1023 0.105
N -0.2999 -0.5016 0.0912 -0.069
H -3.6238 3.9122 4.1172 0.098
C -2.9578 3.1279 3.7889 -0.102
H 0.3106 -1.5958 3.0762 0.135
C -1.9759 -2.1554 -0.6755 -0.109
C -0.9350 0.2853 1.0315 -0.328
N -0.5234 0.1876 2.3379 0.035
H 1.0831 -0.0903 3.6151 0.138
H -3.5764 3.2462 1.7297 0.109
H -1.3951 0.3065 -3.0319 0.118
H 0.2598 -3.3926 -4.9005 0.122
C -1.2453 1.1263 3.0362 -0.173
```

Calculated values
SMILES   CCOC(=O)C1CCN(c2nc3ccccc3n2CC(=O)c2ccccc2)CC1
E   -34870.957 eV
Relative energy (zero: lowest compared OMol25 entry of this formula, charge and spin)   146.08 kJ/mol
Gap between HOMO and LUMO   8.5 eV

[3]
Computed, not measured: a cluster of 24 separate species, C12H76N2O26 in total in a non-equilibrium geometry, with the ωB97M-V functional and the def2-TZVPD basis.

Geometry as XYZ:
```
116
Properties=species:S:1:pos:R:3:lowdin_charge:R:1
H 0.5170 -2.4314 0.6467 0.156
H -0.7830 3.5456 -3.1963 0.216
O 1.3260 -5.1524 -0.7273 -0.024
H -2.5690 2.1786 3.7317 -0.041
H -4.4720 4.6596 1.8087 0.147
H 2.1210 0.9996 -0.4603 0.064
H 0.9080 -5.2434 0.0557 -0.105
H -0.4430 -2.8634 -1.8643 0.121
H -1.7840 -1.1634 3.1527 0.142
H 0.8930 -2.3574 5.0977 0.039
O -3.3000 -1.1734 5.5097 0.042
H 5.5160 1.0676 0.1807 -0.075
H 1.2570 2.1456 1.4477 0.129
O 6.5690 -3.0874 -2.2183 -0.080
H 7.7380 -0.0014 -0.6433 0.116
H 1.0500 -5.0104 2.4267 0.011
C -1.9490 0.4106 1.3947 -0.260
O -4.8460 0.6026 3.7737 -0.042
H -7.6950 -1.6894 -0.6543 0.066
C -1.2480 -2.2464 -2.4043 0.022
H 4.7480 -0.8184 0.8677 0.107
C -3.1280 5.6236 -6.9233 -0.078
O 5.1820 -2.4184 3.7667 -0.111
H 0.0250 -1.7814 2.9427 0.039
O 2.8790 -4.3204 3.0867 0.047
H 0.2070 2.2446 0.5337 -0.094
H -2.5330 6.3796 -6.3943 0.105
H -4.2350 5.5176 -6.7683 0.112
O 7.1080 -2.5574 2.0247 0.093
H -1.6170 3.1466 3.9727 0.046
C 0.7590 -1.3784 1.0317 -0.026
H 5.8690 -3.3414 -2.8433 0.066
H 1.0160 -1.1224 -2.2713 0.014
H -1.3500 1.2316 1.8567 0.098
H -2.6240 -1.5294 5.9547 -0.015
C -1.7460 2.7736 -4.8673 -0.032
H -2.1350 -2.1304 -1.8253 0.078
H -6.6810 -1.5414 2.0697 0.102
H -2.5540 2.9086 -3.0373 0.161
O 1.8810 -0.9854 -2.6663 -0.015
O -0.7940 -0.8414 -2.1753 -0.271
C -2.7610 4.0096 -5.2183 -0.139
O -7.0190 -1.0104 -0.7993 0.009
H -5.0110 1.3586 0.8367 0.074
H -4.4000 3.6636 -2.0843 0.120
H -4.6730 0.0246 4.4817 -0.011
C -3.9960 1.4696 0.6707 0.014
O 4.8920 1.5286 0.6537 -0.034
O -3.9610 2.7976 -2.3203 -0.080
H 5.8630 -2.4034 3.0167 -0.005
O -4.0550 4.9946 0.8517 -0.185
H 0.0460 -0.4514 2.7287 -0.058
H -3.0760 5.6416 -8.0013 0.094
H 4.9300 -1.8434 -0.5743 0.027
H 0.4930 -6.0664 1.8117 0.056
H 6.5620 0.4076 -1.5583 -0.141
H -1.8490 -1.8034 1.3027 0.186
C -1.5770 -0.9494 2.0917 -0.006
H 1.8730 -5.9394 -0.6693 0.045
H -1.3640 3.8406 1.5117 0.108
H 2.3380 -2.1214 1.8907 0.076
H 6.0500 -1.5764 -2.9523 -0.059
O 5.9790 -0.6954 -3.1973 0.028
C -0.6930 1.4426 -2.8463 -0.067
H -2.5420 0.2766 -2.1563 0.137
O -6.9850 -0.5534 2.1007 -0.104
H 2.5160 -0.2984 1.6747 0.189
H -2.0310 -0.0144 -3.8893 0.156
H 5.5630 -2.4424 4.6687 0.056
H -3.7230 2.4986 0.8317 0.030
H -4.1920 0.5666 3.0237 0.026
H -3.7690 3.8876 -4.8323 0.118
H -1.5190 0.3376 0.4587 0.084
H 3.4520 -3.7624 2.7567 -0.068
H 1.9620 -3.0364 4.2537 -0.019
O 0.6460 0.8186 4.1477 -0.030
O -1.4580 3.1876 0.7357 -0.104
O -2.6500 4.3216 -6.6293 -0.189
H 4.5050 -2.6154 0.9277 0.106
H -1.4100 -2.5054 -3.4043 0.078
H 1.2340 1.5886 3.8477 0.105
O 1.1680 -2.6024 4.2557 0.039
H -2.4040 3.2356 0.3757 0.038
H -2.5410 4.8236 -4.7903 0.031
O 2.8480 -1.5864 -0.0273 -0.169
N -1.4280 2.6816 -3.3693 0.009
H -0.1570 1.2826 4.2247 -0.036
H 7.0720 -3.0224 1.2477 0.029
H 0.7160 -0.6274 0.2127 0.105
H -6.4150 -0.2514 2.8447 0.005
O 2.7670 0.6326 -1.2243 -0.128
H -3.5800 1.1386 -0.4293 0.130
O -3.2800 0.5186 1.5407 -0.193
C 2.2380 -1.3784 1.1697 -0.314
H -0.8300 2.6596 -5.2853 0.098
O 0.8300 1.6636 0.6687 -0.003
C -1.5530 0.1566 -2.8403 -0.184
H -6.9090 -0.6844 -0.0223 -0.135
H 2.4190 -1.8194 -2.5573 0.123
H -4.5920 2.1396 -2.8083 0.159
H 4.1380 1.2756 0.1367 -0.024
O 6.9440 0.5746 -0.8593 0.049
H 6.6700 -3.7234 -1.4253 0.110
H 2.2920 0.0926 -1.8823 -0.094
H 7.5680 -1.8374 1.9167 -0.006
N -0.1320 -1.1374 2.3427 0.150
H 3.4590 -5.0224 2.9877 0.053
O -1.8060 2.2536 4.1527 0.062
H -3.5790 5.9226 0.9857 0.112
C 4.3160 -1.6704 0.2327 -0.017
H 0.1060 1.2206 -3.4173 0.099
H 6.5330 -0.5814 -3.9023 0.016
O 0.4100 -5.1274 1.7357 -0.029
H -3.9850 -1.7804 5.3917 0.032
H -0.2520 1.8406 -2.0303 0.085
H -2.3240 1.9186 -5.0843 0.101
```

Calculated values
Net charge   +2
E   -69863.830 eV
Relative energy (zero: lowest compared OMol25 entry of this formula, charge and spin)   229.60 kJ/mol
Gap between HOMO and LUMO   8.3 eV

[4]
Computed, not measured: the ion C5H7Cl2N2OS with charge +1 in a non-equilibrium geometry, with the ωB97M-V functional and the def2-TZVPD basis.

Geometry as XYZ:
```
18
Properties=species:S:1:pos:R:3:lowdin_charge:R:1
Cl -1.8443 -1.4400 -1.6423 0.374
H -0.4663 -2.1847 0.9651 0.080
H -0.5835 4.3077 -2.1711 0.115
C -0.1349 -1.9102 3.4792 -0.099
C 0.4615 -1.6189 1.0229 -0.152
H 0.2213 -2.8898 3.8068 0.113
C -0.2704 2.2722 -2.2017 -0.140
S 0.1681 -0.8371 -1.5087 0.543
H -1.0588 3.4661 -3.6653 0.116
H 0.6643 3.7288 -3.2997 0.116
C 0.7605 -1.3801 2.4434 -0.678
H -0.1157 -1.2604 4.3510 0.092
N -0.2466 1.2681 -1.6423 0.102
O 0.8093 -1.0062 -2.7534 -0.313
C -0.3142 3.5126 -2.8680 -0.007
N 0.9402 -1.4320 -0.3366 -0.159
Cl 2.1613 -0.5708 2.9017 0.804
H -1.1521 -2.0255 3.1190 0.095
```

Calculated values
SMILES   CC#[N+][S@](=O)(Cl)=N/C=C(/C)Cl
Net charge   +1
E   -46194.452 eV
Relative energy (zero: lowest compared OMol25 entry of this formula, charge and spin)   181.60 kJ/mol
Gap between HOMO and LUMO (spin up / spin down)   6.5 / 6.1 eV